25
Properties=species:S:1:pos:R:3:forces:R:3 method="wB97M-V/def2-TZVPD" spin_multiplicity=2 lumo_energy_ev="6.4 / 6.2" homo_ev="3.65 / -0.73" s2=0.761 energy_ha=-539.2022 gap_ev="2.71 / 6.94" de_lowest_ev=1.391 total_charge=-2
C 0.27940 -2.74700 1.27242 0.162 0.291 -2.853
C -0.97945 -2.47040 2.02628 -1.056 0.638 0.868
C -0.11188 -3.14012 -0.29310 0.739 -0.580 1.869
O -0.37617 -2.13586 -0.95534 -0.438 -0.182 -0.494
O -0.05016 -4.35854 -0.58652 -0.192 -0.010 -0.259
H 0.83873 -1.86516 0.93777 -0.096 0.334 1.092
H 0.97101 -3.42642 1.76059 -0.161 -0.465 0.019
H -1.52956 -1.58476 1.67617 0.549 0.038 -0.114
H -0.81862 -2.32203 3.10750 -0.001 0.008 -0.114
H -1.75320 -3.24316 1.93346 0.387 -0.428 -0.005
C -1.66824 2.65190 0.05663 -0.460 -0.339 -1.297
C 2.03498 1.99273 -0.46717 0.889 -1.525 -0.087
C 0.84560 2.60781 0.03308 0.784 0.412 -0.612
C 1.98862 0.91843 -1.37812 -0.133 2.270 1.536
C -0.36661 2.25740 -0.60334 -0.614 -0.524 -0.245
C 0.81299 0.70451 -2.09016 0.570 -1.045 -0.485
C -0.38886 1.36264 -1.65448 0.165 0.081 0.288
H 3.00058 2.16883 0.02354 -0.266 0.048 0.142
H 0.99465 3.43251 0.71683 -0.527 0.203 0.236
H 2.83369 0.24148 -1.35218 0.136 -0.010 -0.681
H 0.87189 -0.22359 -2.65097 -0.956 0.155 -0.185
H -2.52182 2.09172 -0.35908 0.355 -0.429 0.144
H -1.99592 3.65983 -0.22177 0.446 0.471 0.896
H -1.35157 1.03665 -2.04012 0.071 -0.068 0.055
H -1.56007 2.39060 1.10809 -0.353 0.655 0.287